Formula: C46H120N6O22
Source: OMol25
Level of theory: ωB97M-V/def2-TZVPD

- total energy (eV) = -103612.7935
- HOMO (eV) = -6.9
- energy above the lowest of the compared OMol25 structures with the same formula, charge and spin (kJ/mol) = 1000.7
- Kohn-Sham gap (Ha) = 0.2600

XYZ file:
```
194
Properties=species:S:1:pos:R:3:mulliken_charge:R:1
C -7.17469 -0.09347 -2.27553 -0.725
O -6.19696 -0.22004 -1.28319 -0.420
C -4.89420 0.15019 -1.65547 -1.050
C -4.69722 1.64866 -1.65716 0.126
N -5.23169 2.37921 -2.83600 -0.309
C -4.88562 3.82953 -2.73823 -0.693
C -5.75313 4.55007 -1.73781 0.175
O -7.09906 4.46573 -2.13531 -0.406
C -7.96228 4.84405 -1.10802 -0.680
H -7.47807 0.95930 -2.34715 0.196
H -8.07897 -0.66085 -2.06621 0.291
H -6.83647 -0.38127 -3.27706 0.301
H -4.54121 -0.44268 -2.50423 0.745
H -4.21345 -0.22283 -0.87926 -0.155
H -3.64002 1.89693 -1.51218 -0.170
H -5.20647 1.99860 -0.74823 0.759
H -6.23113 2.42922 -2.62424 0.253
H -4.96819 4.22893 -3.74966 0.419
H -3.83867 3.87971 -2.42522 0.259
H -5.38730 5.58281 -1.68898 0.525
H -5.62062 4.12885 -0.73618 -0.340
H -7.86165 5.88764 -0.80555 0.336
H -7.87045 4.16675 -0.24824 0.173
H -8.99973 4.68798 -1.41159 0.288
C 2.28425 -1.70049 -3.83717 0.047
O 3.35100 -2.60427 -4.07160 -0.419
C 2.84546 -3.86613 -4.40834 -0.893
C 2.12788 -4.54165 -3.23789 0.177
N 3.05474 -5.13074 -2.28238 -0.414
C 2.45817 -5.20793 -0.95464 0.279
C 3.32323 -6.00145 -0.00347 -0.917
O 3.07894 -7.38579 -0.23788 -0.347
C 4.17374 -8.17950 0.11524 -0.812
H 1.87889 -1.80949 -2.82190 -0.198
H 1.42896 -1.84655 -4.50160 0.509
H 2.67813 -0.68552 -3.90320 -0.142
H 3.68791 -4.48922 -4.71469 0.410
H 2.13661 -3.90099 -5.24522 0.422
H 1.46409 -5.29025 -3.67294 0.298
H 1.52913 -3.80135 -2.69105 -0.082
H 3.91713 -4.60241 -2.19940 0.341
H 1.51453 -5.74083 -1.09066 0.340
H 2.27891 -4.22821 -0.49334 -0.152
H 3.09491 -5.87909 1.06611 0.350
H 4.39207 -5.74900 -0.03763 0.436
H 5.01793 -8.05842 -0.57322 0.320
H 3.94064 -9.24488 0.12969 0.240
H 4.49196 -7.94598 1.14255 0.323
C -2.87191 -3.06294 2.91485 -1.031
O -3.22474 -1.83196 2.35302 -0.251
C -2.19403 -0.87142 2.46792 0.604
C -2.45717 0.29637 1.54864 -0.638
N -3.44797 1.30272 1.99885 0.743
C -4.80944 0.71160 1.88336 -0.918
C -5.81547 1.81987 2.10100 -0.153
O -5.78457 2.27701 3.46158 -0.433
C -6.47939 3.48257 3.63656 -0.728
H -2.06932 -3.56996 2.37433 -0.198
H -3.73963 -3.72461 2.94540 0.615
H -2.64466 -2.92508 3.98042 0.324
H -1.19930 -1.29860 2.31782 0.023
H -2.21490 -0.50381 3.50819 0.243
H -2.71479 -0.10892 0.56856 -0.345
H -1.57325 0.92375 1.38436 -0.319
H -3.31783 1.52325 2.98262 0.394
H -4.93645 -0.05019 2.65297 0.496
H -5.04321 0.34108 0.88688 0.539
H -6.84161 1.41877 2.01658 0.582
H -5.72834 2.63238 1.36790 -0.296
H -7.40091 3.55506 3.04863 0.318
H -5.86428 4.35722 3.39055 0.180
H -6.72718 3.55338 4.69554 0.292
C -0.04154 -10.81501 2.64755 -0.652
O -0.93326 -9.78435 3.00927 -0.327
C -0.94297 -8.71901 2.09048 -0.161
C -1.78764 -7.58363 2.62904 -0.697
N -1.55665 -6.42345 1.77525 -0.248
C -2.12546 -5.21353 2.33521 -1.278
C -1.73577 -4.01381 1.51032 0.055
O -0.33787 -3.82222 1.65662 -0.159
C 0.16153 -2.96164 0.67396 0.101
H 0.08891 -11.51843 3.46384 0.250
H 0.93426 -10.39052 2.37876 0.246
H -0.45539 -11.33030 1.77005 0.288
H -1.33005 -9.09167 1.13228 0.351
H 0.07612 -8.34481 1.91243 0.169
H -1.45886 -7.33005 3.64754 0.303
H -2.84665 -7.83140 2.68522 0.289
H -0.56676 -6.28905 1.61195 0.177
H -1.79317 -5.06792 3.37943 0.491
H -3.21146 -5.29563 2.42729 0.486
H -2.34031 -3.13819 1.76259 -0.286
H -1.89945 -4.29406 0.46050 0.815
H 0.04813 -3.38556 -0.33410 0.337
H 1.21768 -2.76703 0.85660 -0.201
H -0.29982 -1.96669 0.59250 -0.003
C 3.80497 6.54268 -3.72039 -0.668
O 2.49499 6.01785 -3.55612 -0.287
C 2.08699 5.82080 -2.22692 -0.696
C 2.97157 4.88933 -1.41041 -0.833
N 3.04853 3.48749 -1.80630 1.208
C 4.34306 2.91011 -1.50014 -0.962
C 4.48911 1.54179 -2.10910 -0.084
O 4.61520 1.54868 -3.52411 -0.345
C 5.38539 0.46359 -3.97323 -1.078
H 3.95947 6.58751 -4.79976 0.249
H 4.54909 5.81980 -3.36621 0.203
H 3.90451 7.53247 -3.26757 0.330
H 1.08000 5.39783 -2.25158 0.276
H 2.02874 6.74313 -1.63609 0.396
H 2.60453 4.98585 -0.38521 0.288
H 3.96692 5.34879 -1.31071 0.554
H 2.87427 3.41510 -2.80968 -0.643
H 4.57588 2.82590 -0.43618 0.634
H 5.13750 3.55395 -1.91244 0.350
H 3.66628 0.86692 -1.86391 -0.353
H 5.42248 1.10394 -1.73664 0.614
H 6.44198 0.57453 -3.70330 0.324
H 5.29377 0.34712 -5.05141 0.300
H 5.02410 -0.47153 -3.52716 0.384
C 6.89927 3.68472 5.26138 -0.794
O 5.59793 3.51179 4.79564 -0.300
C 4.94483 2.43579 5.42896 -0.514
C 3.50505 2.38780 4.93339 -0.054
N 2.89941 1.21670 5.52931 -0.445
C 1.47600 1.02840 5.21466 -0.206
C 1.10418 -0.39618 5.55029 -0.835
O 1.71986 -1.30412 4.65035 -0.227
C 1.33816 -2.64405 4.88254 -0.944
H 7.58663 2.86933 5.02490 0.291
H 6.89900 3.81206 6.35742 0.316
H 7.29251 4.65706 4.96061 0.277
H 5.02252 2.52290 6.51770 0.376
H 5.44302 1.49857 5.14644 0.182
H 3.50013 2.31805 3.83645 -0.149
H 2.99980 3.32292 5.18008 0.484
H 3.30541 0.36630 5.14660 0.334
H 1.21222 1.26722 4.16684 -0.087
H 0.84574 1.72169 5.78402 0.476
H 0.01435 -0.47801 5.61380 0.532
H 1.50223 -0.58815 6.55465 0.330
H 1.69833 -2.92374 5.87783 0.390
H 1.81104 -3.27358 4.13285 0.207
H 0.26008 -2.79719 4.84045 0.297
C -1.34347 0.60386 -5.41336 -0.656
C -2.28555 0.67553 -4.24288 0.450
O -3.63813 0.53384 -4.59691 -0.724
O -0.04997 0.23677 -4.95436 -0.306
H -1.38700 1.49184 -6.05577 0.229
H -1.65504 -0.15522 -6.14472 0.310
H -2.19251 1.62666 -3.70427 0.073
H -1.95085 -0.09765 -3.53757 -0.001
H -4.13576 1.19872 -4.09023 0.488
H 0.53833 0.23535 -5.71593 0.221
C -0.05965 2.05755 -1.10639 0.115
C 0.60965 0.76717 -1.56713 1.794
O 0.57271 -0.32139 -0.64054 0.241
O 0.76703 2.71599 -0.16715 -0.135
H -1.01978 1.81385 -0.65803 -0.387
H -0.14480 2.78201 -1.91909 0.331
H 1.67007 1.00064 -1.73268 -1.289
H 0.15376 0.36017 -2.47003 -0.474
H 1.07077 -0.23808 0.21192 -0.351
H 1.68132 2.88811 -0.47115 -0.255
C 4.33479 -1.07690 2.20256 -0.905
C 3.25693 -0.29700 1.49021 0.020
O 1.93573 -0.74050 1.81318 0.216
O 4.56521 -0.44299 3.47332 -0.370
H 5.29912 -1.07469 1.68004 0.379
H 4.00843 -2.11413 2.33322 0.320
H 3.31095 -0.56119 0.42556 0.067
H 3.34678 0.78794 1.51280 0.290
H 1.85747 -0.92676 2.78769 -0.270
H 5.17654 -0.96823 4.00074 0.211
C 1.04460 3.51450 -5.65407 0.117
C 2.35390 2.79730 -5.94800 -0.040
O 3.34977 3.43462 -5.13946 -0.467
O 1.16213 4.91534 -5.86655 -0.642
H 0.70975 3.33999 -4.61363 -0.191
H 0.16735 3.21623 -6.23906 0.254
H 2.59207 2.96036 -7.00598 0.225
H 2.40319 1.72705 -5.72503 0.073
H 3.96600 2.78072 -4.75758 0.413
H 1.91654 5.20237 -5.31656 0.381
C -1.25062 4.67622 1.97369 0.113
C -2.69304 5.13467 1.80594 -0.724
O -3.47981 4.30351 0.97218 -0.360
O -0.51836 4.90679 0.80483 -0.559
H -1.29274 3.60017 2.18593 -0.148
H -0.84112 5.17948 2.85794 0.374
H -2.73031 6.11767 1.33355 0.350
H -3.17382 5.22245 2.79244 0.277
H -3.69463 3.40563 1.26684 0.139
H -0.17615 4.06130 0.44112 0.280
```


Formula: C46H121N15O18
Source: OMol25
Level of theory: ωB97M-V/def2-TZVPD

- total energy (eV) = -108864.0644
- HOMO (eV) = -8.8
- energy above the lowest of the compared OMol25 structures with the same formula, charge and spin (kJ/mol) = 199.4
- Kohn-Sham gap (Ha) = 0.3231

XYZ file:
```
200
Properties=species:S:1:pos:R:3:mulliken_charge:R:1
C -1.81134 -2.11691 -3.02203 -0.729
O -3.19707 -2.15039 -3.27382 -0.191
C -3.52137 -1.25768 -4.31037 -0.866
C -5.02409 -1.15716 -4.44428 -0.488
N -5.53094 -0.23496 -3.42312 -0.324
C -6.93184 -0.49252 -3.09351 -0.400
C -7.90668 -0.13298 -4.23763 -0.632
O -8.94534 0.72751 -3.87250 -0.423
C -8.56476 2.07786 -3.77826 -0.488
H -1.47229 -1.11443 -2.72142 0.374
H -1.27005 -2.46030 -3.90635 0.397
H -1.51340 -2.65684 -2.12042 0.071
H -3.17120 -1.64871 -5.27867 0.381
H -3.06842 -0.27422 -4.14306 0.408
H -5.48869 -2.13225 -4.23258 0.317
H -5.31377 -0.91138 -5.46737 0.351
H -4.93338 -0.21083 -2.61166 0.234
H -7.09342 0.17083 -2.23904 0.550
H -7.07514 -1.52782 -2.76089 0.093
H -8.36754 -1.06871 -4.56078 0.377
H -7.37759 0.23765 -5.12410 0.322
H -7.63264 2.21003 -3.21984 0.080
H -9.35065 2.66762 -3.31223 0.268
H -8.40237 2.46452 -4.79245 0.291
C 2.10394 1.66095 -2.39422 -0.343
O 2.01690 0.31815 -2.02885 0.072
C 0.90115 -0.35556 -2.58628 -0.825
C 1.05741 -1.85895 -2.37686 -1.642
N 1.36605 -2.07529 -0.95001 1.405
C 0.20966 -2.08114 -0.05193 -1.416
C 0.67609 -2.22216 1.38675 -0.411
O 1.55912 -1.17370 1.76420 1.405
C 1.04985 0.14396 1.75204 -1.369
H 2.42975 1.81735 -3.43380 -0.143
H 2.93059 2.18389 -1.90591 0.007
H 1.15616 2.16035 -2.16277 0.357
H 0.74459 -0.09474 -3.64053 0.628
H 0.01164 0.06737 -2.10025 0.246
H 1.93594 -2.20906 -2.92804 0.465
H 0.26878 -2.49525 -2.77574 0.742
H 1.96673 -1.33520 -0.59743 -0.076
H -0.36270 -3.00491 -0.20463 0.550
H -0.46916 -1.24345 -0.24055 0.198
H 1.18570 -3.14016 1.66616 0.181
H -0.28088 -2.17835 1.92518 -0.448
H 1.81573 0.84600 2.10313 0.254
H 0.20522 0.31069 2.41769 -0.413
H 0.98715 0.46188 0.70466 0.344
C 7.09948 0.07779 3.63733 -0.611
O 6.26508 0.16458 4.79042 -0.468
C 4.91517 0.02417 4.45161 0.482
C 4.07041 0.16355 5.72830 -0.710
N 2.67507 0.55173 5.43076 -0.387
C 1.83986 -0.59071 5.05186 3.965
C 1.20712 -1.27917 6.24059 -0.792
O 0.33127 -2.28364 5.71744 0.363
C -0.12655 -3.08429 6.79005 -0.974
H 8.11155 0.08507 4.04009 0.315
H 7.00862 1.00092 3.05370 0.247
H 6.88928 -0.79828 3.02283 0.225
H 4.62827 -0.91527 3.96446 -0.336
H 4.56955 0.79677 3.74565 0.191
H 4.48665 0.82465 6.48627 0.523
H 4.10898 -0.83618 6.18129 0.220
H 2.32106 1.04990 6.23697 0.392
H 2.41309 -1.18774 4.34462 -1.437
H 1.00972 -0.14987 4.48242 -2.276
H 0.60392 -0.58956 6.83699 0.277
H 2.03568 -1.68802 6.82825 0.429
H -0.88422 -2.60491 7.42119 0.186
H 0.68984 -3.42874 7.42737 0.364
H -0.66003 -3.97877 6.46030 0.289
C 0.22528 5.20821 -4.36544 -0.462
O -0.99527 5.32682 -3.64313 -0.389
C -0.77001 5.21245 -2.26418 -0.350
C -1.91515 5.92761 -1.50940 -1.084
N -3.13950 5.16180 -1.70165 -0.103
C -4.27777 5.63959 -0.94804 -0.752
C -5.39353 4.58534 -0.91088 -0.271
O -6.49756 5.10558 -0.21989 -0.354
C -7.44250 4.12550 0.17995 -0.477
H 0.13034 4.89507 -5.40042 0.203
H 0.89835 4.52653 -3.83170 0.057
H 0.73183 6.17751 -4.28262 0.377
H 0.12033 5.69249 -1.83870 0.408
H -0.75379 4.14885 -2.00249 0.207
H -2.01632 6.92053 -1.96927 0.401
H -1.68123 6.07159 -0.45547 0.596
H -3.31707 5.07745 -2.69302 0.224
H -4.79350 6.43439 -1.51352 0.211
H -3.89605 6.02762 -0.00668 0.416
H -4.95063 3.71426 -0.40650 0.327
H -5.71757 4.27385 -1.91015 0.228
H -7.03920 3.56240 1.02582 0.276
H -7.65489 3.44358 -0.64722 0.094
H -8.33786 4.65383 0.49555 0.254
C -0.51555 3.32561 0.83824 -0.900
O -0.64246 2.82227 2.16017 -0.085
C 0.02939 3.70538 3.05052 -1.236
C -0.08161 3.08771 4.46298 0.393
N -1.43091 3.24245 5.01018 -0.458
C -1.54814 2.47334 6.24701 0.440
C -3.01848 2.05094 6.50882 -0.851
O -3.19273 1.43019 7.76146 -0.418
C -2.94636 0.05826 7.80280 -0.195
H -0.88464 2.53559 0.18424 0.222
H 0.49623 3.56021 0.48695 0.405
H -1.08943 4.25005 0.73469 0.257
H -0.57775 4.61834 3.07437 0.419
H 1.07712 3.88738 2.80374 0.506
H 0.64786 3.63056 5.06373 0.439
H 0.14852 2.02091 4.38334 -0.363
H -2.12851 2.88703 4.36335 0.314
H -1.33321 3.12542 7.09808 0.450
H -0.87838 1.60608 6.23464 -0.483
H -3.28545 1.38563 5.67830 0.374
H -3.64495 2.93818 6.45719 0.422
H -3.79780 -0.47419 7.36854 0.302
H -2.73822 -0.22423 8.83795 0.354
H -2.00726 -0.28471 7.34266 -0.268
C 1.37066 2.21518 -6.34010 -0.751
O 2.77143 2.24290 -6.19569 -0.224
C 3.42656 1.58096 -7.27060 -0.578
C 4.93728 1.85870 -7.17784 -0.925
N 5.40410 1.45763 -5.84152 -0.070
C 6.82093 1.73788 -5.67942 -0.703
C 7.10853 1.69468 -4.19591 -0.637
O 6.21990 2.57717 -3.51273 -0.384
C 5.98945 2.32885 -2.16717 -0.783
H 0.93908 2.32064 -5.34117 0.094
H 1.00142 1.23002 -6.64413 0.395
H 0.99977 3.01341 -6.98518 0.291
H 3.01380 2.03501 -8.17916 0.506
H 3.19749 0.51041 -7.27691 0.306
H 4.95233 2.94945 -7.27927 0.514
H 5.45562 1.35939 -7.99249 0.347
H 4.84893 1.96459 -5.16135 0.214
H 7.09904 2.70662 -6.10870 0.430
H 7.43764 0.93989 -6.10198 0.320
H 8.12805 1.95268 -3.90342 0.468
H 6.87806 0.68439 -3.83787 0.310
H 6.84037 2.52593 -1.50804 0.373
H 5.63952 1.29751 -2.01007 0.227
H 5.14681 2.92328 -1.80818 0.288
C -1.73523 -0.41946 3.88202 1.592
O -2.85871 -0.96852 3.21365 -0.487
C -3.05433 -2.34016 3.50730 -0.597
C -3.75706 -3.09864 2.38873 -0.351
N -3.73437 -4.51457 2.82803 -0.292
C -4.72751 -5.38704 2.23232 -0.846
C -4.72057 -5.38990 0.70294 -0.490
O -5.39177 -4.23336 0.27904 -0.311
C -5.34968 -4.03286 -1.11435 -0.646
H -1.97059 -0.25622 4.93672 -0.351
H -1.44160 0.48527 3.35264 -0.241
H -0.87192 -1.09009 3.88173 -0.501
H -3.61606 -2.45464 4.44390 0.416
H -2.07168 -2.77176 3.74536 0.196
H -3.38812 -2.91928 1.38575 0.211
H -4.81720 -2.86942 2.55391 0.295
H -3.61936 -4.57009 3.82548 0.219
H -5.72664 -5.03248 2.53247 0.360
H -4.63841 -6.38074 2.67157 0.489
H -5.24469 -6.29962 0.38456 0.468
H -3.68404 -5.45263 0.35168 0.254
H -5.90124 -3.10032 -1.22787 0.217
H -5.82124 -4.87535 -1.63746 0.383
H -4.35787 -3.94853 -1.57278 0.188
N 1.90107 -4.26238 4.03619 -0.054
C 3.23478 -4.39669 4.20015 0.555
N 3.84847 -5.22567 3.31348 -0.411
O 3.84457 -3.82106 5.10286 -0.630
H 1.39804 -4.81037 3.35874 0.232
H 1.34411 -3.57577 4.51288 -0.187
H 4.85159 -5.26200 3.34245 0.239
H 3.35006 -5.88236 2.74217 0.163
N 4.18229 -2.20668 2.04136 1.469
C 5.04894 -1.51624 1.24132 -0.130
N 4.53851 -0.36788 0.73618 0.229
O 6.21642 -1.87573 1.06277 -0.738
H 4.54823 -3.04678 2.44877 -0.111
H 3.18924 -1.97407 2.04742 -1.052
H 5.08101 0.03043 -0.01035 0.217
H 3.81211 0.09460 1.24270 -0.021
N 3.79391 -1.31179 -5.10025 -0.098
C 4.39449 -2.01865 -6.09424 0.451
N 5.56022 -1.45547 -6.52622 -0.336
O 3.96980 -3.10420 -6.48961 -0.697
H 2.85436 -1.53683 -4.83206 0.134
H 4.09143 -0.35137 -4.99488 0.146
H 5.67915 -0.45608 -6.39840 0.173
H 6.04674 -1.91011 -7.27745 0.194
N 2.06258 -5.33144 -1.38014 -0.242
C 3.32697 -5.21634 -0.85998 0.355
N 3.68372 -3.92427 -0.62875 -0.092
O 4.09303 -6.17632 -0.79548 -0.709
H 1.43935 -4.54433 -1.37895 0.142
H 1.72818 -6.21183 -1.72106 0.178
H 2.90157 -3.26561 -0.63703 0.045
H 4.57393 -3.67929 -0.23429 0.087
```